{
  "formula": "C91H168F36N13O28PS12",
  "method": "wB97M-V/def2-TZVPD",
  "elements": ["C", "C", "C", "N", "C", "C", "C", "C", "C", "C", "H", "H", "H", "H", "H", "H", "H", "H", "H", "H", "H", "H", "H", "H", "H", "H", "H", "H", "H", "H", "C", "C", "C", "N", "C", "C", "C", "C", "C", "C", "H", "H", "H", "H", "H", "H", "H", "H", "H", "H", "H", "H", "H", "H", "H", "H", "H", "H", "H", "H", "C", "C", "C", "N", "C", "C", "C", "C", "C", "C", "H", "H", "H", "H", "H", "H", "H", "H", "H", "H", "H", "H", "H", "H", "H", "H", "H", "H", "H", "H", "C", "C", "C", "C", "P", "C", "C", "C", "C", "C", "C", "C", "C", "C", "C", "C", "C", "H", "H", "H", "H", "H", "H", "H", "H", "H", "H", "H", "H", "H", "H", "H", "H", "H", "H", "H", "H", "H", "H", "H", "H", "H", "H", "H", "H", "H", "H", "H", "H", "H", "H", "H", "H", "C", "C", "C", "C", "C", "C", "N", "O", "C", "C", "C", "H", "H", "H", "H", "H", "H", "H", "H", "H", "H", "H", "H", "H", "H", "H", "H", "H", "H", "C", "C", "C", "C", "C", "C", "N", "O", "C", "C", "C", "H", "H", "H", "H", "H", "H", "H", "H", "H", "H", "H", "H", "H", "H", "H", "H", "H", "H", "C", "C", "C", "C", "C", "C", "N", "O", "C", "C", "C", "H", "H", "H", "H", "H", "H", "H", "H", "H", "H", "H", "H", "H", "H", "H", "H", "H", "H", "C", "C", "C", "C", "C", "C", "N", "O", "C", "C", "C", "H", "H", "H", "H", "H", "H", "H", "H", "H", "H", "H", "H", "H", "H", "H", "H", "H", "H", "C", "F", "F", "F", "S", "O", "O", "N", "S", "O", "O", "C", "F", "F", "F", "C", "F", "F", "F", "S", "O", "O", "N", "S", "O", "O", "C", "F", "F", "F", "C", "F", "F", "F", "S", "O", "O", "N", "S", "O", "O", "C", "F", "F", "F", "C", "F", "F", "F", "S", "O", "O", "N", "S", "O", "O", "C", "F", "F", "F", "C", "F", "F", "F", "S", "O", "O", "N", "S", "O", "O", "C", "F", "F", "F", "C", "F", "F", "F", "S", "O", "O", "N", "S", "O", "O", "C", "F", "F", "F"],
  "coordinates": [[3.8349, 4.5224, 4.4512], [4.2447, 3.1776, 5.0021], [3.6723, 2.6478, 6.3332], [4.1892, 1.2225, 6.7247], [3.3968, 0.6502, 7.9488], [4.0183, -0.6255, 8.3875], [5.3852, -0.4007, 8.9342], [6.2307, 0.0915, 7.7466], [5.6692, 1.3574, 7.1434], [4.0404, 0.3000, 5.5000], [4.3942, 4.7563, 3.5453], [4.1211, 5.3601, 5.0871], [2.7628, 4.4331, 4.2757], [5.3299, 3.2525, 5.0711], [4.1185, 2.4876, 4.1678], [2.6079, 2.4331, 6.2386], [3.8263, 3.1618, 7.2820], [3.4389, 1.4708, 8.6651], [2.3699, 0.5316, 7.6030], [3.3309, -0.9269, 9.1779], [3.9646, -1.4532, 7.6803], [5.4883, 0.3958, 9.6712], [5.7343, -1.3483, 9.3446], [7.2596, 0.2829, 8.0514], [6.1493, -0.7866, 7.1060], [5.6802, 2.1423, 7.8997], [6.1327, 1.6837, 6.2123], [3.0690, 0.4051, 5.0169], [4.1564, -0.7713, 5.6636], [4.8545, 0.5416, 4.8165], [-2.4043, 9.4573, 5.8957], [-2.6695, 9.7908, 4.4422], [-2.5627, 8.4097, 3.5970], [-2.1772, 8.6051, 2.0816], [-0.7699, 9.1769, 2.0123], [-0.1477, 9.1070, 0.5839], [-0.1992, 7.6599, -0.0117], [-1.6512, 7.0771, 0.0066], [-2.1956, 7.1690, 1.3754], [-3.3102, 9.4582, 1.3609], [-2.1010, 10.1919, 6.6417], [-1.5384, 8.7952, 5.8997], [-3.3176, 9.1189, 6.3851], [-1.8182, 10.4486, 4.2668], [-3.6115, 10.2951, 4.2267], [-3.3855, 7.7053, 3.7190], [-1.7279, 7.8003, 3.9432], [-0.1409, 8.5534, 2.6477], [-0.6164, 10.1357, 2.5076], [0.9195, 9.2932, 0.7041], [-0.6576, 9.8595, -0.0177], [0.4175, 6.9746, 0.5698], [0.1225, 7.7010, -1.0523], [-1.5533, 6.0536, -0.3553], [-2.3257, 7.6885, -0.5928], [-1.5832, 6.5032, 1.9835], [-3.2193, 6.8218, 1.5162], [-3.0690, 9.5858, 0.3056], [-3.1406, 10.4420, 1.7984], [-4.3534, 9.1471, 1.4154], [7.5798, 4.4999, -0.8512], [6.8125, 3.6191, -1.8124], [7.4202, 2.1941, -2.1462], [6.5321, 1.0915, -2.7900], [7.4244, -0.2053, -2.8946], [6.6798, -1.4424, -3.2995], [5.4050, -1.5871, -2.3858], [4.4186, -0.3884, -2.2790], [5.1966, 0.9401, -1.9388], [6.0408, 1.4635, -4.1652], [7.9321, 4.0139, 0.0586], [7.0537, 5.4282, -0.6287], [8.4124, 4.6524, -1.5379], [6.8608, 4.1181, -2.7803], [5.8523, 3.6740, -1.2996], [7.6758, 1.7236, -1.1967], [8.2983, 2.3902, -2.7615], [7.9716, -0.3779, -1.9678], [8.1580, 0.0432, -3.6614], [7.3781, -2.2689, -3.1676], [6.4114, -1.2305, -4.3345], [5.8130, -1.7218, -1.3840], [4.9667, -2.5160, -2.7507], [3.5949, -0.5910, -1.5945], [4.0052, -0.3741, -3.2875], [5.4911, 0.9015, -0.8900], [4.6519, 1.8787, -2.0412], [6.7786, 1.3391, -4.9578], [5.7322, 2.5017, -4.0428], [5.1230, 0.9555, -4.4613], [-0.3370, -9.6187, -6.0159], [-0.8433, -8.2837, -5.3511], [0.0423, -7.0302, -5.7562], [-0.6603, -6.0459, -6.6438], [0.3039, -4.5957, -7.2729], [1.4859, -4.1146, -5.9538], [0.9681, -3.6152, -4.6358], [2.1068, -3.2204, -3.6529], [2.5064, -4.4442, -2.8526], [1.3188, -4.9087, -8.8019], [1.9514, -6.3190, -8.9439], [1.1013, -7.5055, -9.3453], [2.0135, -8.6785, -9.3026], [-0.8773, -3.2563, -7.4350], [-0.1683, -1.9902, -7.7825], [-1.0154, -0.7248, -7.3457], [-0.4393, 0.7018, -7.7500], [-0.9199, -10.5391, -6.0522], [0.6666, -9.9428, -5.7406], [-0.1873, -9.3929, -7.0717], [-1.0695, -8.4454, -4.2972], [-1.8285, -8.1961, -5.8092], [0.9501, -7.3848, -6.2442], [0.3330, -6.5569, -4.8184], [-1.6398, -5.7202, -6.2937], [-1.0834, -6.6472, -7.4484], [2.1484, -3.3272, -6.3133], [1.9894, -5.0586, -5.7453], [0.1974, -4.2846, -4.2537], [0.2758, -2.7849, -4.7750], [1.6335, -2.5599, -2.9264], [2.8246, -2.5382, -4.1084], [3.2211, -4.9594, -3.4943], [1.6580, -5.0936, -2.6366], [2.9606, -4.2151, -1.8885], [2.0898, -4.1391, -8.7676], [0.8446, -4.4318, -9.6597], [2.6943, -6.3474, -8.1468], [2.6045, -6.2462, -9.8135], [0.7542, -7.3808, -10.3710], [0.2387, -7.5737, -8.6824], [2.5913, -8.8756, -10.2056], [1.4691, -9.6141, -9.1747], [2.6915, -8.7066, -8.4496], [-1.4330, -3.1624, -6.5020], [-1.5861, -3.4863, -8.2305], [0.0426, -2.0048, -8.8518], [0.8220, -2.0076, -7.3274], [-1.1826, -0.6850, -6.2693], [-2.0333, -0.7918, -7.7296], [-1.0655, 1.4891, -7.3304], [-0.4948, 0.8751, -8.8247], [0.5550, 0.9282, -7.3649], [-3.0766, -7.1966, 3.6133], [-1.6234, -7.2534, 3.9774], [-0.9315, -8.6133, 4.0876], [-1.0312, -9.4143, 2.7399], [-1.1055, -8.5538, 1.5080], [-0.4102, -7.1975, 1.6504], [-0.8088, -6.3983, 2.9010], [-0.4554, -5.0346, 3.0772], [-0.7773, -6.3584, 0.4898], [1.1574, -7.4546, 1.7863], [-1.4696, -6.5744, 5.4585], [-3.6031, -7.7865, 4.3636], [-3.3709, -7.3334, 2.5728], [-3.5349, -6.2110, 3.6947], [-1.4180, -9.1174, 4.9227], [0.0631, -8.5669, 4.5311], [-1.8614, -10.0902, 2.9451], [-0.2385, -10.1294, 2.5197], [-2.1780, -8.4844, 1.3267], [-0.7832, -9.0460, 0.5904], [-0.4909, -5.3117, 0.5922], [-1.8548, -6.3443, 0.3257], [-0.3069, -6.7645, -0.4056], [1.7109, -6.5714, 2.1053], [1.7115, -7.8038, 0.9151], [1.3802, -8.2435, 2.5047], [-2.0353, -5.6493, 5.5689], [-0.5215, -6.1876, 5.8322], [-1.6956, -7.3167, 6.2240], [-8.2574, -1.6025, 0.5787], [-7.1418, -1.3851, -0.4389], [-7.5461, -0.1090, -1.1888], [-7.5148, 1.1787, -0.3392], [-6.1525, 1.3561, 0.2794], [-5.6145, 0.1885, 1.1979], [-5.8689, -1.1090, 0.3873], [-4.8126, -2.0153, 0.2725], [-6.3715, 0.1671, 2.6047], [-4.1081, 0.3537, 1.4041], [-7.0389, -2.5015, -1.5292], [-8.5405, -0.8146, 1.2767], [-8.0737, -2.4264, 1.2682], [-9.1037, -2.0942, 0.0990], [-8.5081, -0.1872, -1.6953], [-6.7774, 0.0466, -1.9458], [-8.2752, 1.2737, 0.4359], [-7.6800, 2.0857, -0.9207], [-6.0267, 2.2524, 0.8868], [-5.4011, 1.5342, -0.4899], [-6.7632, -0.8159, 2.8666], [-7.3042, 0.7276, 2.5410], [-5.9266, 0.7354, 3.4215], [-3.9301, 1.3728, 1.7475], [-3.4412, 0.2877, 0.5444], [-3.8373, -0.3604, 2.1818], [-6.2808, -2.2485, -2.2704], [-8.0065, -2.7456, -1.9677], [-6.5713, -3.3807, -1.0860], [-0.3672, 2.7139, 1.3130], [0.4091, 1.3779, 1.6422], [-0.0513, 0.9419, 3.0947], [0.1431, -0.4909, 3.6474], [-0.3537, -1.4471, 2.6507], [-0.0149, -1.2966, 1.1308], [-0.1104, 0.2143, 0.7235], [-0.8306, 0.5823, -0.4429], [-1.0465, -2.0774, 0.2528], [1.4457, -1.7955, 1.0569], [1.9696, 1.4886, 1.5399], [-1.4300, 2.6050, 1.5289], [-0.2420, 3.1435, 0.3190], [0.0256, 3.5390, 1.9072], [-1.1166, 1.1594, 3.1717], [0.5151, 1.4763, 3.8574], [-0.3696, -0.5752, 4.6056], [1.2125, -0.6427, 3.7937], [-1.4434, -1.4640, 2.6703], [-0.2582, -2.4349, 3.1016], [-2.0798, -1.7310, 0.2320], [-0.9822, -3.1146, 0.5817], [-0.8676, -2.2017, -0.8152], [2.1441, -1.3839, 1.7855], [1.8876, -1.8334, 0.0612], [1.3891, -2.8701, 1.2303], [2.2806, 2.3209, 2.1712], [2.4101, 1.7195, 0.5699], [2.6018, 0.6340, 1.7809], [-4.2661, 6.6514, -8.3110], [-3.4032, 6.8739, -7.1274], [-4.1670, 7.1503, -5.8343], [-3.3255, 7.2339, -4.5765], [-2.5870, 5.8873, -4.4205], [-1.8089, 5.3009, -5.6575], [-2.5586, 5.5541, -7.0066], [-1.9253, 4.9452, -8.1950], [-1.6790, 3.8015, -5.4024], [-0.3719, 5.8496, -5.7896], [-2.5827, 8.1764, -7.5370], [-4.8921, 7.5152, -8.5349], [-4.9014, 5.7799, -8.1532], [-3.8030, 6.3691, -9.2564], [-4.8764, 6.3268, -5.7527], [-4.7358, 8.0714, -5.9618], [-4.0276, 7.2793, -3.7440], [-2.6361, 8.0577, -4.3916], [-3.3540, 5.1797, -4.1054], [-1.9094, 5.8079, -3.5704], [-0.9435, 3.3462, -6.0655], [-2.6405, 3.2885, -5.4272], [-1.3869, 3.6102, -4.3698], [0.3618, 5.1297, -6.1523], [0.1020, 6.1863, -4.8676], [-0.3857, 6.7363, -6.4232], [-3.3548, 8.9382, -7.6442], [-1.7958, 8.0066, -8.2719], [-1.9528, 8.4796, -6.7007], [-5.7047, 5.0795, 2.8228], [-6.9812, 4.9365, 3.1254], [-5.3026, 4.3158, 1.8044], [-5.3558, 6.3099, 2.5260], [-4.6958, 4.6918, 4.4893], [-5.0513, 5.6437, 5.4886], [-4.9746, 3.3035, 4.8357], [-3.0419, 5.0135, 3.8825], [-2.3672, 4.3030, 5.0489], [-2.7316, 4.7249, 6.3323], [-2.2686, 2.8599, 4.7750], [-0.4987, 4.9743, 4.8525], [-0.2091, 5.0760, 3.5885], [-0.4528, 6.1751, 5.4120], [0.2739, 4.1651, 5.5096], [0.9740, 0.8896, -3.4109], [-0.3100, 1.1791, -3.0711], [1.5353, 0.0681, -2.5737], [0.8797, 0.4911, -4.6547], [1.7487, 2.7002, -3.2475], [2.7991, 2.7050, -4.2934], [0.5883, 3.5990, -3.6175], [2.3474, 2.9429, -1.5763], [2.5495, 4.5314, -1.6750], [3.6919, 4.9967, -2.4733], [1.2881, 5.2979, -1.7371], [3.0411, 4.9199, 0.2071], [1.9733, 4.8489, 1.0551], [3.8747, 4.0046, 0.5098], [3.6155, 6.0576, 0.2692], [-3.9547, -5.4885, -2.7395], [-5.0249, -5.3435, -3.5683], [-4.3447, -5.5543, -1.4489], [-3.2719, -6.6239, -3.1692], [-2.8947, -3.9797, -3.0786], [-1.8555, -4.0575, -2.0227], [-2.2770, -4.1359, -4.4097], [-3.8795, -2.5019, -2.8452], [-3.1188, -1.4715, -3.7757], [-1.7207, -1.3389, -3.4444], [-3.4340, -1.5228, -5.2438], [-3.9528, 0.2033, -3.2512], [-5.2335, 0.2662, -3.7121], [-3.8705, 0.4669, -1.9125], [-3.2613, 1.1514, -3.7457], [9.5409, 1.5200, 4.1658], [10.0316, 2.7644, 4.2219], [10.3407, 0.4557, 3.9822], [8.9081, 1.3391, 5.3024], [8.1029, 1.5857, 2.8606], [7.2634, 2.7431, 3.2398], [8.7725, 1.7901, 1.5545], [7.3292, 0.0615, 3.0746], [6.5184, -0.1208, 1.7756], [5.4860, 0.8326, 1.4848], [7.3183, -0.5594, 0.6002], [5.3904, -1.6521, 2.0837], [4.5564, -1.8074, 1.0609], [6.0798, -2.7763, 2.2961], [4.6342, -1.4549, 3.1419], [-3.8747, -1.8593, 5.8235], [-4.9247, -1.1021, 5.5978], [-2.7679, -1.0797, 5.6880], [-4.0667, -2.3930, 7.0111], [-3.9128, -3.2165, 4.3614], [-4.4164, -2.5494, 3.1238], [-2.5163, -3.6943, 4.2045], [-4.9823, -4.4226, 5.0506], [-5.9820, -4.6729, 3.8738], [-7.0022, -3.5942, 3.5868], [-5.2753, -5.1436, 2.6753], [-6.8820, -6.2791, 4.5624], [-7.5221, -5.8372, 5.6478], [-7.7633, -6.7176, 3.6212], [-5.9678, -7.2997, 4.7983], [-0.0627, -1.9597, 8.4718], [0.4823, -0.7918, 8.3079], [0.2808, -2.4255, 9.6908], [-1.3845, -1.8714, 8.3979], [0.4656, -3.2924, 7.2460], [0.1908, -4.5177, 8.0041], [-0.4353, -3.0205, 6.1736], [2.1311, -2.9716, 6.9750], [2.3453, -3.6971, 5.6649], [1.6712, -4.9680, 5.3763], [2.3677, -2.7328, 4.5471], [4.2172, -4.2770, 5.8425], [4.3569, -4.8807, 7.0223], [4.5732, -5.2107, 4.9180], [5.0709, -3.2533, 5.7098]],
  "lowdin_charge": [-0.080, -0.231, -0.067, -0.219, -0.080, -0.202, -0.176, -0.154, -0.087, 0.025, 0.079, 0.083, 0.060, 0.094, 0.098, 0.120, 0.131, 0.140, 0.121, 0.131, 0.091, 0.122, 0.128, 0.128, 0.115, 0.139, 0.115, 0.102, 0.075, 0.087, -0.101, -0.190, -0.070, -0.180, -0.111, -0.130, -0.155, -0.169, -0.116, 0.054, 0.081, 0.074, 0.088, 0.093, 0.106, 0.108, 0.092, 0.133, 0.124, 0.119, 0.108, 0.102, 0.105, 0.125, 0.101, 0.110, 0.110, 0.082, 0.095, 0.108, -0.081, -0.233, -0.066, -0.190, -0.113, -0.147, -0.152, -0.136, -0.042, 0.005, 0.073, 0.086, 0.077, 0.106, 0.082, 0.115, 0.137, 0.123, 0.126, 0.130, 0.106, 0.096, 0.094, 0.096, 0.081, 0.098, 0.090, 0.110, 0.098, 0.088, -0.097, -0.194, -0.229, -0.268, 1.083, -0.269, -0.246, -0.233, -0.092, -0.234, -0.248, -0.263, -0.120, -0.291, -0.240, -0.193, -0.084, 0.074, 0.069, 0.045, 0.096, 0.096, 0.100, 0.095, 0.090, 0.091, 0.097, 0.092, 0.087, 0.096, 0.088, 0.102, 0.075, 0.073, 0.069, 0.091, 0.095, 0.113, 0.118, 0.125, 0.075, 0.087, 0.075, 0.081, 0.081, 0.119, 0.111, 0.088, 0.073, 0.106, 0.039, 0.066, 0.062, -0.013, -0.351, -0.113, -0.159, -0.156, -0.431, 0.179, 0.147, -0.029, 0.029, 0.015, 0.112, 0.093, 0.045, 0.127, 0.126, 0.118, 0.111, 0.109, 0.138, 0.072, 0.098, 0.104, 0.089, 0.096, 0.082, 0.065, 0.061, 0.094, -0.008, -0.403, -0.119, -0.163, -0.131, -0.349, 0.171, 0.148, 0.033, -0.026, 0.004, 0.088, 0.090, 0.108, 0.142, 0.098, 0.110, 0.121, 0.109, 0.105, 0.077, 0.076, 0.098, 0.098, 0.062, 0.074, 0.054, 0.105, 0.084, -0.006, -0.317, -0.094, -0.162, -0.147, -0.331, 0.178, 0.103, 0.000, 0.006, 0.010, 0.082, 0.076, 0.061, 0.103, 0.121, 0.129, 0.086, 0.113, 0.116, 0.076, 0.079, 0.061, 0.066, 0.078, 0.103, 0.084, 0.056, 0.065, -0.058, -0.436, -0.130, -0.160, -0.110, -0.392, 0.200, 0.140, -0.042, 0.012, 0.023, 0.110, 0.100, 0.099, 0.135, 0.140, 0.117, 0.117, 0.120, 0.128, 0.079, 0.093, 0.074, 0.101, 0.106, 0.077, 0.108, 0.103, 0.074, -0.657, 0.169, 0.123, 0.119, 0.672, -0.282, -0.305, -0.282, 0.461, -0.268, -0.336, -0.706, 0.128, 0.126, 0.159, -0.641, 0.071, 0.158, 0.177, 0.758, -0.348, -0.379, -0.281, 0.579, -0.310, -0.371, -0.718, 0.096, 0.164, 0.203, -0.565, 0.105, 0.144, 0.097, 0.743, -0.338, -0.345, -0.272, 0.574, -0.324, -0.336, -0.636, 0.109, 0.087, 0.174, -0.634, 0.151, 0.155, 0.123, 0.706, -0.333, -0.337, -0.284, 0.533, -0.329, -0.339, -0.660, 0.125, 0.143, 0.122, -0.616, 0.141, 0.119, 0.170, 0.754, -0.374, -0.352, -0.292, 0.592, -0.357, -0.370, -0.549, 0.131, 0.110, 0.085, -0.679, 0.161, 0.117, 0.153, 0.671, -0.282, -0.301, -0.275, 0.537, -0.327, -0.342, -0.604, 0.127, 0.104, 0.110],
  "e_lumo_ha": -0.3031,
  "total_charge": 2,
  "relative_energy_ev": 0.000,
  "energy_ev": -410884.6847
}